Formula: C47H120N8O15
Source: OMol25
Level of theory: wB97M-V/def2-TZVPD

The total energy comes out at -93301.364 eV. Its structure (SMILES) is COC[C@H](C)N.COC[C@H](C)N.COCCNCCOC.COCCNCCOC.COCCNCCOC.COCCNCCOC.COCCNCCOC.COCCNCCOC.CC(C)O. The value obtained for the HOMO energy is -8.2 eV.

Last column: Löwdin charge in e.
Atoms and positions in Å:
C1 0.9009 5.7524 -1.5200  -0.057
C2 -0.3938 6.3206 -2.0782  -0.481
C3 -1.3061 6.9153 -0.9581  -0.046
O1 -0.1336 7.2335 -3.1275  -0.029
H1 1.3560 6.5444 -0.9253  0.080
H2 1.5473 5.3630 -2.3066  0.066
H3 0.7830 5.0715 -0.6770  0.075
H4 -0.8983 5.4069 -2.3924  0.091
H5 -0.9519 7.8078 -0.4422  0.077
H6 -1.4328 6.3929 -0.0098  0.064
H7 -2.3768 6.8959 -1.1617  0.066
H8 0.1985 6.6926 -3.8477  0.038
C4 -4.9416 2.6513 -1.4725  -0.065
O2 -5.3748 2.7628 -2.8456  -0.227
C5 -4.8937 3.7687 -3.6728  -0.199
C6 -5.5996 5.1114 -3.2522  -0.210
N1 -7.0088 4.8570 -3.2587  -0.066
C7 -7.9013 5.9066 -2.7873  -0.185
C8 -7.9010 7.2094 -3.6353  -0.230
O3 -7.0271 8.1486 -3.1388  -0.206
C9 -7.4442 9.0216 -2.0938  -0.092
H9 -5.5086 3.3404 -0.8466  0.089
H10 -3.8749 2.7757 -1.2855  0.040
H11 -5.1523 1.5984 -1.2853  0.094
H12 -5.1873 3.4553 -4.6746  0.127
H13 -3.8127 3.8022 -3.5375  0.107
H14 -5.2384 5.8237 -3.9939  0.113
H15 -5.2526 5.5310 -2.3079  0.109
H16 -7.1834 3.9626 -2.8232  0.103
H17 -7.6630 6.2086 -1.7675  0.103
H18 -8.9158 5.5113 -2.7367  0.113
H19 -8.8593 7.6368 -3.9304  0.121
H20 -7.3767 6.9487 -4.5548  0.118
H21 -8.0075 8.4244 -1.3769  0.074
H22 -8.2695 9.6648 -2.3989  0.077
H23 -6.6730 9.6421 -1.6373  0.091
C10 11.7928 0.2750 -0.1044  -0.136
O4 10.7542 -0.1654 -0.9711  -0.195
C11 10.6615 -1.6124 -0.6979  -0.176
C12 9.3677 -1.8915 -1.5687  -0.232
N2 8.1170 -1.5318 -0.9595  -0.070
C13 6.9813 -1.7765 -1.8556  -0.206
C14 5.7007 -1.1952 -1.3068  -0.217
O5 5.6168 0.2031 -1.6887  -0.184
C15 4.2382 0.6701 -1.5973  -0.087
H24 12.7490 -0.1760 -0.3696  0.087
H25 11.4978 0.1686 0.9395  0.084
H26 11.8326 1.3520 -0.2671  0.083
H27 10.5955 -1.9269 0.3437  0.113
H28 11.5023 -2.2134 -1.0441  0.109
H29 9.4406 -2.9756 -1.6555  0.104
H30 9.5582 -1.6012 -2.6019  0.114
H31 7.9858 -0.6406 -0.5027  0.114
H32 6.9841 -2.8226 -2.1619  0.125
H33 7.1566 -1.0585 -2.6568  0.120
H34 5.5364 -1.3177 -0.2362  0.124
H35 5.0309 -1.8254 -1.8918  0.107
H36 3.4669 0.0788 -2.0908  0.073
H37 4.0500 1.6479 -2.0407  0.076
H38 4.0222 0.8179 -0.5391  0.078
C16 2.9512 -5.9049 0.5566  -0.087
O6 3.2743 -6.6825 -0.6050  -0.179
C17 2.3316 -6.9196 -1.5658  -0.263
C18 2.3027 -5.7496 -2.4586  -0.200
N3 1.6628 -4.5045 -1.9313  -0.053
C19 1.7521 -3.3899 -2.8408  -0.230
C20 0.8336 -2.2237 -2.4846  -0.176
O7 0.8117 -1.3175 -3.6188  -0.173
C21 0.2223 -0.0573 -3.3307  -0.129
H39 3.7271 -6.0822 1.3013  0.080
H40 2.0303 -6.3115 0.9747  0.081
H41 2.9246 -4.8197 0.4582  0.072
H42 1.3473 -7.0795 -1.1257  0.118
H43 2.6130 -7.8010 -2.1421  0.131
H44 2.0234 -6.0552 -3.4669  0.111
H45 3.3241 -5.4206 -2.6498  0.119
H46 0.8206 -4.4965 -1.3739  0.106
H47 1.5521 -3.6766 -3.8732  0.115
H48 2.8185 -3.1770 -2.9160  0.105
H49 0.9348 -1.7350 -1.5156  0.108
H50 -0.1176 -2.7559 -2.4831  0.120
H51 -0.2124 0.4713 -4.1791  0.075
H52 0.8886 0.7263 -2.9699  0.067
H53 -0.6542 -0.1182 -2.6857  0.075
C22 -1.6751 -9.5104 -3.2631  -0.154
O8 -1.2247 -8.9588 -2.0901  -0.194
C23 -2.2565 -8.8385 -1.1086  -0.181
C24 -2.5211 -7.3190 -0.8069  -0.194
N4 -3.8281 -7.2274 -0.1003  -0.066
C25 -3.5779 -7.0755 1.2955  -0.205
C26 -3.3527 -5.5198 1.6384  -0.179
O9 -4.2643 -4.7332 0.8536  -0.215
C27 -4.3008 -3.3353 1.2604  -0.071
H54 -1.9951 -10.5343 -3.0701  0.085
H55 -0.9916 -9.5512 -4.1112  0.089
H56 -2.5568 -8.9721 -3.6109  0.086
H57 -1.8680 -9.1632 -0.1433  0.114
H58 -3.2063 -9.2961 -1.3852  0.118
H59 -2.6553 -6.7099 -1.7008  0.116
H60 -1.6657 -6.8116 -0.3608  0.104
H61 -4.1461 -6.3438 -0.4722  0.084
H62 -2.9523 -7.8397 1.7567  0.116
H63 -4.4983 -7.3966 1.7831  0.102
H64 -2.3342 -5.2083 1.4064  0.091
H65 -3.5510 -5.4009 2.7036  0.108
H66 -5.0515 -2.8860 0.6104  0.086
H67 -3.4914 -2.7156 0.8744  0.069
H68 -4.5277 -3.2883 2.3255  0.090
C28 -1.1521 2.6140 -1.7757  -0.130
O10 -0.8125 1.9339 -0.5940  -0.186
C29 -1.9236 1.5871 0.1795  -0.217
C30 -1.4119 0.7922 1.4459  -0.148
N5 -1.3300 -0.6471 1.1366  -0.057
C31 -1.2235 -1.5332 2.2767  -0.219
C32 -0.2830 -2.7127 2.0379  -0.151
O11 0.7877 -2.3693 1.1523  -0.231
C33 1.7613 -1.3718 1.3725  -0.075
H69 -1.6412 1.8672 -2.4011  0.089
H70 -0.2453 3.0359 -2.2091  0.066
H71 -1.7614 3.4937 -1.5682  0.073
H72 -2.7175 1.0304 -0.3184  0.109
H73 -2.4839 2.4772 0.4656  0.107
H74 -2.0128 1.0295 2.3238  0.113
H75 -0.4431 1.0433 1.8776  0.093
H76 -0.6100 -0.8614 0.4615  0.086
H77 -2.2334 -1.8244 2.5655  0.090
H78 -0.9276 -0.9795 3.1678  0.096
H79 -0.8686 -3.4893 1.5458  0.101
H80 0.1204 -3.1397 2.9560  0.101
H81 2.6294 -1.4878 0.7237  0.081
H82 2.1395 -1.4050 2.3943  0.090
H83 1.2372 -0.4390 1.1646  0.076
C34 -3.0740 0.7234 6.8876  -0.123
O12 -3.2027 2.1063 6.7154  -0.190
C35 -2.4545 2.9733 7.4992  -0.206
C36 -0.9736 3.1914 6.9428  -0.142
N6 -0.1176 1.9535 6.9992  -0.077
C37 1.0359 2.0736 6.2007  -0.240
C38 0.8332 1.4524 4.7565  -0.187
O13 1.7634 1.6368 3.7248  -0.200
C39 1.8672 2.8880 3.2014  -0.137
H84 -2.0841 0.3778 6.5895  0.056
H85 -3.8583 0.2871 6.2691  0.089
H86 -3.3535 0.3841 7.8850  0.088
H87 -2.3669 2.5609 8.5044  0.108
H88 -3.0775 3.8368 7.7323  0.118
H89 -0.4481 3.9980 7.4541  0.103
H90 -0.9474 3.5982 5.9318  0.107
H91 0.2122 1.7903 7.9398  0.113
H92 1.8955 1.5997 6.6746  0.121
H93 1.2952 3.1323 6.2008  0.100
H94 -0.0461 1.9781 4.3843  0.105
H95 0.6420 0.3887 4.8982  0.113
H96 2.7525 2.6901 2.5971  0.099
H97 1.9555 3.6520 3.9739  0.089
H98 1.1080 3.1740 2.4735  0.082
C40 -1.6135 -2.4753 5.9855  -0.060
C41 -0.9790 -3.7628 6.4391  -0.455
C42 -0.0504 -4.4337 5.5223  -0.202
O14 1.1355 -3.6384 5.3464  -0.210
C43 2.2633 -4.2737 4.8424  -0.117
N7 -0.3201 -3.3256 7.6623  0.044
H99 -0.9023 -1.6530 5.9078  0.069
H100 -2.2977 -2.1855 6.7830  0.084
H101 -2.0779 -2.6985 5.0250  0.078
H102 -1.6574 -4.5446 6.7809  0.140
H103 -0.4638 -4.7567 4.5669  0.119
H104 0.2271 -5.3571 6.0307  0.125
H105 2.0203 -4.9915 4.0589  0.085
H106 2.7917 -4.6377 5.7235  0.094
H107 2.9242 -3.6073 4.2881  0.083
H108 0.5870 -3.7543 7.7778  0.071
H109 -0.1046 -2.3723 7.4079  0.051
C44 2.1363 2.6057 -5.3932  -0.028
C45 1.3452 3.9694 -5.1379  -0.392
C46 1.2161 5.0480 -6.2533  -0.168
O15 0.7209 6.2617 -5.6734  -0.236
C47 0.9193 7.4015 -6.5295  -0.071
N8 0.0747 3.4874 -4.6978  0.029
H110 3.1846 2.8409 -5.5774  0.072
H111 1.7573 1.9671 -6.1911  0.075
H112 1.9747 2.0218 -4.4871  0.048
H113 1.7873 4.4222 -4.2504  0.116
H114 0.6421 4.7611 -7.1343  0.128
H115 2.2257 5.2546 -6.6084  0.116
H116 0.6960 8.2836 -5.9294  0.091
H117 0.2525 7.3488 -7.3902  0.093
H118 1.9770 7.5350 -6.7566  0.089
H119 -0.5814 4.2352 -4.5233  0.071
H120 -0.2964 3.0060 -5.5044  0.082

Atomic forces in eV per Å
0.244 1.102 1.329
-0.486 -0.882 1.760
-0.067 -0.223 0.627
-0.607 -0.139 0.787
0.764 0.501 -0.654
0.099 0.045 0.253
-0.536 -0.853 -0.542
-0.632 0.182 -0.796
-0.041 0.839 -1.115
0.964 -1.562 -0.115
0.073 0.963 -0.944
0.212 0.102 -0.633
-0.446 -0.273 -1.257
-0.074 -1.649 0.998
-0.453 1.211 1.578
1.134 -0.692 -1.063
-0.595 0.535 -0.777
-0.577 0.317 0.104
0.828 -1.449 -0.686
1.763 2.277 1.037
-1.895 -1.027 -0.227
-0.029 -0.116 0.220
0.058 0.378 -0.496
-0.223 0.192 0.607
0.140 0.365 -0.074
0.274 0.423 -0.401
-0.561 0.397 -0.234
0.339 -0.261 0.499
-0.129 0.073 0.056
0.162 0.158 0.404
0.002 -0.220 -0.136
-0.386 -0.129 0.431
-0.459 -0.291 -0.410
0.574 -0.179 0.840
0.157 0.566 -0.719
0.281 -0.569 -0.344
-0.697 1.735 -0.654
1.624 -2.189 2.055
-2.742 1.375 -2.606
1.884 -1.646 1.645
-0.431 -1.033 0.371
1.686 2.122 1.038
-0.204 -0.347 -1.058
-1.578 -0.563 -0.233
0.623 0.370 0.585
0.075 -0.131 0.281
0.271 -0.470 0.158
0.440 0.105 -0.010
-0.619 0.738 0.329
0.331 0.457 -0.694
-0.767 -0.546 0.001
-0.078 0.908 -0.079
0.803 0.215 -0.359
-0.387 0.122 0.000
-0.140 -0.694 -1.201
0.049 -0.073 0.081
-1.210 0.476 0.295
0.347 -0.852 0.122
1.014 0.199 -0.214
-0.386 -0.309 0.146
0.151 -0.899 -0.044
1.940 0.108 2.279
-0.870 0.539 0.058
-0.374 2.227 -1.004
0.162 -0.654 -0.113
1.203 0.009 -0.034
-0.460 -0.604 -1.449
0.086 0.462 0.786
-0.656 0.408 -0.089
0.171 -0.341 -0.149
-0.360 0.321 0.106
-0.378 -0.036 -0.691
-0.346 -0.286 0.078
0.080 -0.098 0.172
-1.054 0.155 -0.302
0.422 -0.209 0.258
-0.096 -0.758 -0.283
-0.694 -0.062 -0.291
0.268 0.818 0.240
0.560 0.084 -0.077
-0.685 0.354 0.325
0.233 -0.744 -0.873
0.507 -0.412 0.654
0.182 -0.363 0.572
-1.440 -0.842 -0.869
0.771 0.407 1.111
0.907 2.455 0.293
-1.053 -0.857 -1.500
2.296 -0.137 -1.167
-2.142 1.688 1.215
-0.139 -1.395 -0.190
0.586 0.334 0.751
-0.563 -0.925 -1.519
-0.108 -0.363 -0.189
0.604 0.377 0.533
-0.247 0.126 -0.260
-0.105 -0.917 -0.149
0.211 -0.183 -0.025
0.074 -0.529 -0.644
0.116 -0.323 0.736
-0.902 0.037 0.527
1.100 0.543 -0.476
-0.528 0.582 0.306
0.208 0.001 0.065
0.052 0.279 0.169
-0.878 -0.284 0.580
1.085 -0.482 0.775
0.141 0.448 -0.101
0.435 -0.070 0.308
0.338 -0.081 0.253
0.602 -0.132 2.026
-0.099 -0.445 -0.785
-0.945 -0.046 -0.233
-0.097 0.855 0.758
0.305 0.782 -0.325
-0.103 -1.724 -1.177
-0.983 0.243 0.967
-0.204 0.526 -0.669
0.008 -0.571 -0.205
-0.573 -0.049 0.061
0.413 -0.768 -0.462
0.265 0.582 0.470
-0.881 -0.591 -0.246
0.553 1.012 -0.733
0.037 0.275 0.010
-0.082 -0.698 -0.061
0.641 0.298 0.191
0.387 -0.120 -0.348
-0.082 0.212 0.303
-0.355 -0.341 -0.331
-0.069 0.235 0.250
0.688 0.584 0.246
-0.342 -0.311 -0.237
-0.710 0.541 -0.737
1.740 -0.689 0.503
-0.455 -0.267 0.532
-2.089 0.100 0.574
2.075 0.175 -1.638
-1.154 1.319 0.688
0.016 -2.437 1.718
1.017 0.582 -1.075
-0.092 -0.138 0.155
0.232 -0.075 -0.358
0.405 0.188 0.492
0.403 -0.439 0.324
0.434 0.599 -0.861
-0.150 0.193 0.737
-0.507 -0.588 -0.349
-0.514 0.065 0.225
-0.034 -0.291 0.069
0.466 0.332 -0.732
-0.867 -0.426 0.159
0.024 0.019 -0.213
0.436 1.350 -0.050
0.342 0.243 -0.170
-0.715 -0.113 0.151
-0.976 -0.803 -0.695
-0.006 0.646 1.510
2.177 -0.717 -0.593
-1.567 1.061 -0.381
0.280 -0.232 -0.172
0.601 0.323 0.548
0.232 -0.214 -0.390
-0.434 0.062 -0.405
-0.492 0.707 -0.024
-0.786 0.176 -0.545
-0.250 0.285 -0.293
0.304 -0.371 0.053
-0.103 -0.736 0.385
0.441 -0.773 -0.428
-0.134 0.664 0.390
0.129 -0.318 0.128
0.564 0.234 0.837
-0.107 1.755 -0.038
0.253 -0.958 -0.411
1.473 0.008 0.767
0.081 -0.234 -0.453
-0.117 -0.104 1.183
-1.459 -0.286 -0.004
0.076 -0.368 0.083
-0.188 0.402 -0.321
0.425 0.174 0.055
0.471 0.336 -0.275
-0.403 -0.302 0.128
0.285 0.050 -0.210
-0.447 -0.101 0.003
0.272 0.043 -0.190
0.058 -0.404 -0.532
-0.110 0.351 0.109
-0.526 -0.400 0.005